{"formula": "AsB2F6H8Sn", "method": "the ωB97M-V functional and the def2-TZVPD basis", "species": ["Sn", "B", "H", "H", "H", "H", "B", "H", "H", "H", "H", "As", "F", "F", "F", "F", "F", "F"], "xyz": [[0.260, 2.656, 1.908], [4.599, 0.949, 1.572], [4.214, 0.802, 2.569], [3.833, 1.162, 0.843], [5.217, 1.829, 1.669], [5.198, 0.134, 1.197], [0.084, -1.896, 1.935], [-0.942, -1.756, 2.239], [0.736, -1.204, 2.444], [0.422, -2.901, 2.136], [0.158, -1.730, 0.872], [-3.408, 0.278, -2.783], [-2.237, 1.168, -1.723], [-4.686, 1.495, -2.482], [-4.513, -0.624, -3.875], [-2.153, -0.968, -2.990], [-4.016, -0.635, -1.329], [-2.765, 1.240, -4.201]], "forces_ev_per_a": [[0.86, -1.91, -0.46], [0.27, -0.02, 1.03], [-1.28, -1.01, 4.18], [-3.39, 1.26, -3.84], [1.99, 4.05, 0.20], [1.59, -3.68, -1.42], [-1.84, 0.68, -1.18], [-3.84, 1.02, 1.24], [3.18, 3.05, 3.45], [2.41, -3.80, 0.95], [-0.04, 0.14, -4.33], [0.16, -0.52, 0.10], [-1.05, -0.38, -0.64], [1.23, -0.82, -0.32], [1.05, 0.92, 1.06], [-1.06, 1.08, -0.08], [0.60, 1.07, -1.62], [-0.84, -1.11, 1.66]], "charge": -1, "gap_ha": 0.13214, "energy_ha": -3103.43914, "lumo_energy_ev": -3.26, "homo_ev": -6.9}